No. 1
{
  "formula": "C27H29N3O4",
  "method": "the ωB97M-V functional and the def2-TZVPD basis",
  "e_lumo_ev": 0.48,
  "smiles": "C#Cc1ccc([C@@H]2C=C(C(=O)NCc3nc4ccccc4[nH]3)O[C@H](OCC)[C@H]2CCCO)cc1",
  "spin_multiplicity": 1,
  "energy_ha": -1511.47304,
  "de_lowest_kj_mol": 398.60,
  "homo_lumo_gap_ev": 8.9,
  "symbols": ["C", "C", "C", "C", "C", "C", "C", "C", "H", "H", "C", "C", "C", "O", "C", "O", "C", "C", "H", "H", "H", "H", "H", "C", "C", "C", "C", "O", "H", "H", "H", "H", "H", "H", "H", "H", "H", "C", "O", "N", "H", "C", "C", "N", "C", "C", "C", "C", "C", "C", "N", "H", "H", "H", "H", "H", "H", "H", "H", "H", "H", "H", "H"],
  "positions_angstrom": [[3.2188, 6.5843, -0.0634], [3.0524, 5.4157, -0.2827], [2.8569, 4.0379, -0.5412], [3.9508, 3.1854, -0.6845], [3.7517, 1.8430, -0.9330], [2.4685, 1.3172, -1.0370], [1.3824, 2.1721, -0.9063], [1.5695, 3.5178, -0.6602], [0.7198, 4.1774, -0.5571], [0.3798, 1.7805, -0.9906], [2.3009, -0.1689, -1.2865], [0.8935, -0.5324, -1.6293], [0.0866, -1.1779, -0.7868], [0.4474, -1.5769, 0.4801], [1.6392, -0.9972, 0.9743], [1.4523, 0.3153, 1.3856], [0.5455, 0.4899, 2.4620], [0.5569, 1.9573, 2.8520], [-0.1304, 2.1257, 3.6760], [1.5586, 2.2533, 3.1504], [0.2594, 2.5660, 2.0032], [-0.4640, 0.1814, 2.1572], [0.8577, -0.1434, 3.3067], [2.7626, -1.0032, -0.0712], [3.1304, -2.4315, -0.4877], [3.8495, -3.2178, 0.6093], [4.3615, -4.5720, 0.1063], [3.3332, -5.4909, -0.1662], [2.7642, -5.1275, -0.8533], [4.9697, -5.0456, 0.8805], [4.9904, -4.4219, -0.7840], [4.7026, -2.6402, 0.9699], [3.1786, -3.3993, 1.4497], [3.7881, -2.3754, -1.3598], [2.2191, -2.9547, -0.7881], [3.6274, -0.5209, 0.3915], [1.8933, -1.6348, 1.8401], [-1.3057, -1.5363, -1.1684], [-1.7876, -1.2172, -2.2455], [-1.9726, -2.2416, -0.2358], [-1.5301, -2.3810, 0.6589], [-3.3529, -2.6515, -0.4168], [-4.2908, -1.4982, -0.2676], [-5.1420, -1.3304, 0.7021], [-5.7706, -0.1393, 0.4339], [-6.7715, 0.5291, 1.1299], [-7.2139, 1.7301, 0.6175], [-6.6842, 2.2682, -0.5578], [-5.6913, 1.6226, -1.2662], [-5.2417, 0.4140, -0.7591], [-4.3020, -0.4859, -1.1834], [-3.6730, -0.4303, -1.9739], [-5.2818, 2.0374, -2.1750], [-7.0633, 3.2127, -0.9192], [-7.9911, 2.2741, 1.1340], [-7.1797, 0.1122, 2.0365], [-3.4503, -3.0614, -1.4287], [-3.5999, -3.4145, 0.3195], [0.5059, -0.2579, -2.5973], [2.9426, -0.4262, -2.1393], [4.6079, 1.1927, -1.0503], [4.9513, 3.5848, -0.6018], [3.3636, 7.6055, 0.1278]],
  "lowdin_charge": [0.136, -0.104, -0.258, -0.018, -0.025, -0.179, -0.023, -0.018, 0.119, 0.118, -0.200, 0.039, -0.162, 0.014, -0.314, -0.068, -0.234, -0.053, 0.078, 0.081, 0.068, 0.124, 0.126, -0.184, -0.147, -0.173, -0.279, -0.058, 0.079, 0.118, 0.118, 0.120, 0.114, 0.126, 0.120, 0.152, 0.165, -0.417, 0.053, 0.102, 0.143, -0.078, -0.317, 0.161, -0.237, -0.023, -0.105, -0.104, -0.027, -0.191, 0.171, 0.138, 0.106, 0.097, 0.096, 0.107, 0.133, 0.129, 0.137, 0.156, 0.118, 0.117, 0.017]
}


No. 2
{
  "formula": "C27H29N3O5",
  "method": "the ωB97M-V functional and the def2-TZVPD basis",
  "e_lumo_ev": 0.73,
  "smiles": "O=C(NCC(=O)N(Cc1ccccc1)[C@H](C(=O)NC[C@H]1CCCO1)c1ccccc1)c1ccco1",
  "spin_multiplicity": 1,
  "energy_ha": -1586.78695,
  "de_lowest_kj_mol": 6.70,
  "homo_lumo_gap_ev": 9.7,
  "symbols": ["O", "C", "N", "H", "C", "C", "O", "N", "C", "C", "C", "C", "C", "C", "C", "H", "H", "H", "H", "H", "H", "H", "C", "C", "C", "C", "C", "C", "C", "H", "H", "H", "H", "H", "C", "O", "N", "H", "C", "H", "H", "C", "H", "C", "H", "H", "C", "H", "C", "H", "O", "H", "H", "H", "H", "H", "C", "C", "C", "C", "O", "H", "H", "H"],
  "positions_angstrom": [[-2.7069, -1.9203, 1.5819], [-3.0363, -0.7503, 1.6658], [-2.3060, 0.1913, 2.3134], [-2.5328, 1.1662, 2.1553], [-0.9201, -0.0477, 2.6240], [-0.0827, 0.9757, 1.8530], [-0.5913, 2.0292, 1.5098], [1.2029, 0.6834, 1.5649], [1.9084, -0.4970, 2.0234], [2.0674, -1.5516, 0.9510], [0.9899, -1.9567, 0.1714], [1.1622, -2.9150, -0.8132], [2.4058, -3.4836, -1.0257], [3.4792, -3.0957, -0.2421], [3.3099, -2.1349, 0.7382], [4.1526, -1.8299, 1.3420], [4.4519, -3.5383, -0.3963], [2.5372, -4.2298, -1.7950], [0.3152, -3.2217, -1.4085], [0.0032, -1.5453, 0.3292], [1.3750, -0.9191, 2.8783], [2.8990, -0.1913, 2.3735], [1.9372, 1.7359, 0.8471], [3.3427, 1.3409, 0.4723], [3.6135, 0.5876, -0.6639], [4.9160, 0.2483, -0.9849], [5.9642, 0.6535, -0.1774], [5.7048, 1.4106, 0.9522], [4.4034, 1.7541, 1.2717], [4.2078, 2.3526, 2.1505], [6.5170, 1.7385, 1.5842], [6.9797, 0.3874, -0.4302], [5.1104, -0.3362, -1.8717], [2.8079, 0.2709, -1.3073], [1.1698, 2.1950, -0.4100], [1.2124, 3.3405, -0.7918], [0.5674, 1.1906, -1.0877], [0.4704, 0.2988, -0.6182], [-0.4818, 1.4456, -2.0449], [-0.4053, 2.4864, -2.3619], [-0.3468, 0.7838, -2.9065], [-1.8469, 1.1844, -1.3780], [-1.9758, 1.9112, -0.5702], [-3.0054, 1.1884, -2.3917], [-3.8166, 1.8305, -2.0540], [-2.6588, 1.5554, -3.3569], [-3.4526, -0.2802, -2.4679], [-3.5332, -0.6382, -3.4920], [-2.3599, -1.0257, -1.6945], [-2.7282, -1.8781, -1.1226], [-1.8456, -0.0964, -0.7649], [-1.5639, -1.3629, -2.3745], [-4.4151, -0.4137, -1.9763], [1.9792, 2.6219, 1.4964], [-0.7454, 0.0930, 3.6991], [-0.7067, -1.0825, 2.3514], [-4.3117, -0.2490, 1.1305], [-5.3409, -0.9320, 0.5346], [-6.2965, 0.0394, 0.1652], [-5.7798, 1.2377, 0.5593], [-4.5867, 1.0754, 1.1425], [-6.1573, 2.2388, 0.4828], [-7.2336, -0.1283, -0.3250], [-5.3933, -1.9914, 0.3910]],
  "lowdin_charge": [0.069, -0.446, 0.095, 0.134, -0.069, -0.412, 0.084, 0.011, -0.081, -0.199, -0.038, -0.065, -0.083, -0.078, -0.053, 0.119, 0.105, 0.102, 0.103, 0.094, 0.131, 0.126, -0.123, -0.181, -0.031, -0.073, -0.084, -0.077, -0.033, 0.118, 0.103, 0.102, 0.108, 0.116, -0.466, 0.093, 0.087, 0.101, -0.098, 0.133, 0.130, -0.294, 0.146, -0.100, 0.108, 0.111, -0.126, 0.110, -0.184, 0.120, -0.137, 0.118, 0.089, 0.164, 0.140, 0.111, -0.192, -0.003, -0.052, -0.106, 0.054, 0.125, 0.104, 0.123]
}


No. 3
{
  "formula": "C27H29N3O5",
  "method": "the ωB97M-V functional and the def2-TZVPD basis",
  "e_lumo_ev": 0.13,
  "smiles": "CCOC(=O)c1ccc(N(C(=O)c2ccco2)[C@@H](C(=O)NC2CCCCC2)c2ccncc2)cc1",
  "spin_multiplicity": 1,
  "energy_ha": -1586.78950,
  "de_lowest_kj_mol": 0.00,
  "homo_lumo_gap_ev": 9.1,
  "symbols": ["C", "C", "H", "H", "O", "C", "O", "C", "C", "C", "C", "C", "C", "H", "H", "N", "C", "O", "C", "C", "C", "C", "O", "H", "H", "H", "C", "C", "C", "C", "N", "C", "C", "H", "H", "H", "H", "H", "C", "O", "N", "H", "C", "C", "C", "C", "C", "C", "H", "H", "H", "H", "H", "H", "H", "H", "H", "H", "H", "H", "H", "H", "H", "H"],
  "positions_angstrom": [[6.5287, 0.7142, -5.0992], [5.9775, -0.6660, -4.7960], [6.7527, -1.3267, -4.3913], [5.5656, -1.1398, -5.6944], [4.9367, -0.5321, -3.8278], [4.3190, -1.6606, -3.4649], [4.6012, -2.7458, -3.9147], [3.2543, -1.4293, -2.4582], [2.9419, -0.1555, -1.9912], [1.9373, 0.0150, -1.0596], [1.2321, -1.0891, -0.5892], [1.5566, -2.3677, -1.0379], [2.5559, -2.5330, -1.9726], [2.8207, -3.5142, -2.3363], [1.0180, -3.2234, -0.6563], [0.2214, -0.9165, 0.3811], [-1.0349, -1.4239, 0.2573], [-1.8410, -1.4074, 1.1804], [-1.4326, -1.9582, -1.0510], [-2.4736, -2.8120, -1.3226], [-2.5016, -2.9643, -2.7238], [-1.4922, -2.1827, -3.2032], [-0.8429, -1.5727, -2.2067], [-1.1519, -1.9842, -4.2005], [-3.1788, -3.5652, -3.2943], [-3.1175, -3.2663, -0.5984], [0.5772, -0.1602, 1.5845], [0.3068, -0.9367, 2.8517], [0.4595, -2.3183, 2.8879], [0.2361, -2.9824, 4.0824], [-0.0993, -2.3728, 5.2056], [-0.2198, -1.0580, 5.1776], [-0.0272, -0.2932, 4.0378], [-0.1310, 0.7797, 4.0759], [-0.4860, -0.5926, 6.1176], [0.3347, -4.0582, 4.1452], [0.7409, -2.8695, 2.0038], [1.6579, 0.0225, 1.5298], [-0.0978, 1.2313, 1.5210], [0.5428, 2.2136, 1.2006], [-1.4001, 1.2256, 1.8178], [-1.8555, 0.3309, 1.9701], [-2.2511, 2.3918, 1.7013], [-3.1794, 2.2497, 0.4925], [-4.1013, 3.4600, 0.3817], [-4.9159, 3.6307, 1.6600], [-3.9896, 3.7778, 2.8630], [-3.0690, 2.5667, 2.9804], [-2.3968, 2.6871, 3.8323], [-3.6647, 1.6655, 3.1449], [-4.5774, 3.8825, 3.7769], [-3.3858, 4.6805, 2.7472], [-5.5585, 4.5091, 1.5763], [-5.5574, 2.7579, 1.8007], [-4.7687, 3.3366, -0.4735], [-3.5006, 4.3562, 0.2119], [-2.5799, 2.1476, -0.4149], [-3.7735, 1.3395, 0.6085], [-1.5873, 3.2512, 1.5582], [1.6887, 1.0022, -0.6990], [3.4850, 0.6972, -2.3662], [6.9247, 1.1663, -4.1938], [5.7426, 1.3536, -5.4919], [7.3239, 0.6359, -5.8347]],
  "lowdin_charge": [-0.064, -0.223, 0.129, 0.128, -0.010, -0.453, 0.114, -0.118, 0.014, 0.022, -0.207, 0.002, 0.011, 0.123, 0.126, 0.063, -0.357, 0.075, -0.186, 0.019, -0.040, -0.088, 0.045, 0.128, 0.104, 0.121, -0.110, -0.162, -0.007, -0.137, 0.056, -0.137, -0.007, 0.112, 0.105, 0.105, 0.111, 0.170, -0.447, 0.066, 0.116, 0.121, -0.307, -0.144, -0.200, -0.210, -0.200, -0.148, 0.115, 0.123, 0.109, 0.116, 0.107, 0.114, 0.109, 0.116, 0.119, 0.123, 0.154, 0.115, 0.121, 0.077, 0.077, 0.077]
}


No. 4
{
  "formula": "C27H29N4NiOP2S",
  "method": "the ωB97M-V functional and the def2-TZVPD basis",
  "e_lumo_ev": [-0.33, -0.32],
  "spin_multiplicity": 2,
  "energy_ha": -3929.75492,
  "de_lowest_kj_mol": 74.83,
  "s_squared": 0.76,
  "homo_lumo_gap_ev": [5.8, 5.5],
  "symbols": ["Ni", "C", "P", "C", "C", "C", "C", "C", "C", "C", "P", "C", "C", "H", "H", "H", "H", "H", "H", "H", "H", "H", "H", "H", "H", "H", "H", "H", "H", "O", "N", "C", "C", "C", "C", "C", "S", "H", "H", "H", "H", "N", "C", "C", "C", "C", "C", "C", "N", "C", "C", "C", "C", "N", "C", "C", "H", "H", "H", "H", "H", "H", "H", "H", "H"],
  "positions_angstrom": [[1.1930, -1.7882, 1.4111], [-0.3024, -0.4809, 4.6088], [-0.3544, -0.7763, 2.7877], [-2.1452, -1.2199, 2.6579], [-0.1576, 0.9512, 2.2028], [-1.2030, 1.8676, 2.1204], [-0.9888, 3.1655, 1.6830], [0.2918, 3.5708, 1.3361], [1.3420, 2.6682, 1.4074], [1.1386, 1.3554, 1.8209], [2.4535, 0.0667, 1.8435], [3.2468, 0.4694, 3.4565], [3.8193, 0.6540, 0.7427], [-1.1560, 0.1331, 4.9010], [0.6099, 0.0317, 4.9019], [-0.3454, -1.4404, 5.1248], [-2.7460, -0.4344, 2.1991], [-2.5289, -1.4335, 3.6544], [-2.2381, -2.1227, 2.0586], [-2.2085, 1.5681, 2.3915], [-1.8145, 3.8629, 1.6159], [0.4691, 4.5886, 1.0105], [2.3318, 2.9992, 1.1155], [3.6098, 1.4994, 3.4398], [4.0791, -0.2148, 3.6207], [2.5444, 0.3519, 4.2765], [3.7345, 1.7078, 0.4719], [3.8406, 0.0545, -0.1668], [4.7614, 0.5020, 1.2672], [2.0298, -2.9378, -0.0371], [2.4313, -4.1557, 0.2445], [2.8494, -4.9340, -0.7796], [3.2776, -6.2171, -0.5770], [3.2831, -6.7351, 0.7191], [2.8577, -5.9358, 1.7553], [2.4203, -4.6230, 1.5325], [1.8732, -3.5927, 2.7885], [2.8029, -4.4539, -1.7447], [3.6036, -6.8094, -1.4198], [3.6137, -7.7476, 0.9075], [2.8446, -6.2966, 2.7729], [-1.6241, 2.5226, -3.5910], [-2.6355, 3.1126, -4.3058], [-2.6732, 4.2051, -5.1607], [-3.8964, 4.5124, -5.7277], [-5.0415, 3.7570, -5.4424], [-5.0031, 2.6747, -4.5860], [-3.7784, 2.3432, -4.0067], [-3.4513, 1.3311, -3.1398], [-2.1682, 1.4567, -2.9091], [-1.3985, 0.5932, -2.0410], [-0.0141, 0.6906, -1.8973], [0.6409, -0.1293, -1.0064], [0.0290, -1.0236, -0.2244], [-1.2801, -1.1915, -0.4479], [-2.0222, -0.4226, -1.3123], [-0.6670, 2.8228, -3.5590], [-1.7880, 4.7919, -5.3720], [-3.9689, 5.3523, -6.4056], [-5.9793, 4.0336, -5.9067], [-5.8890, 2.0956, -4.3623], [0.5649, 1.4027, -2.4717], [1.7160, -0.0844, -0.9226], [-1.7512, -1.9874, 0.1128], [-3.0849, -0.5773, -1.4376]],
  "mulliken_spin": [0.882, 0.007, 0.013, 0.005, 0.004, 0.002, -0.002, 0.002, -0.003, 0.011, -0.021, -0.006, -0.004, 0.001, -0.001, 0.000, -0.001, 0.000, 0.003, 0.001, 0.000, 0.000, 0.000, 0.000, 0.000, 0.000, 0.000, 0.000, 0.001, 0.033, -0.006, 0.001, 0.001, -0.001, -0.002, -0.007, 0.062, 0.001, 0.000, 0.000, -0.001, 0.000, 0.000, 0.000, 0.000, 0.000, 0.000, 0.000, 0.000, -0.004, 0.003, -0.005, -0.001, 0.033, 0.000, -0.003, 0.000, 0.000, 0.000, 0.000, 0.000, 0.000, 0.002, 0.004, 0.000]
}